# C21H46AlN3O22

A molecular structure, C21H46AlN3O22 (the ωB97M-V functional and the def2-TZVPD basis, OMol25).

```
93
Properties=species:S:1:pos:R:3:forces:R:3
Al 3.079 1.308 -0.587 -4.109 -3.365 3.615
C -0.370 -0.880 -0.920 -0.577 4.097 -0.029
C 0.010 0.557 -0.741 0.585 -0.934 -0.006
C -1.076 1.061 0.254 1.605 -2.150 -1.968
O 1.316 0.778 -0.342 1.090 0.588 -2.667
H -0.409 -1.471 -0.005 -0.198 1.337 -0.850
H 0.203 -1.480 -1.627 -10.103 3.514 4.338
H -1.409 -0.850 -1.248 3.046 2.392 1.164
H -0.065 1.092 -1.688 -0.491 0.277 -0.067
H -1.928 1.032 -0.426 -0.239 0.613 0.551
H -0.936 1.935 0.890 0.831 -2.666 -3.592
H -1.303 0.347 1.046 1.204 0.054 -3.067
C -2.332 4.853 3.022 -0.050 -2.125 0.400
O -2.466 4.919 1.591 0.778 -0.347 -2.065
C -2.259 3.812 0.780 -2.154 0.059 0.962
O -2.201 2.606 1.216 -8.124 8.094 -3.713
O -2.263 4.234 -0.517 0.492 0.970 6.916
C -2.284 3.361 -1.566 -3.608 2.372 6.038
H -3.112 4.148 3.310 0.088 0.152 0.693
H -2.354 5.761 3.625 -0.521 0.486 -1.161
H -1.358 4.405 3.219 -0.727 0.343 0.850
H -1.363 2.796 -1.715 1.068 1.399 4.492
H -2.494 4.026 -2.403 -2.671 2.653 4.154
H -3.044 2.589 -1.445 -0.252 1.265 0.237
C 0.790 -1.063 1.909 0.335 0.753 1.174
O 2.128 -1.492 2.285 0.082 -1.030 0.088
C 3.221 -0.840 1.859 -1.646 -5.558 1.329
O 3.140 0.230 1.425 4.692 -2.469 -2.406
O 4.276 -1.580 1.959 -2.243 -3.172 1.744
C 5.445 -1.216 1.361 0.927 1.976 -1.244
H 0.564 -0.107 2.382 0.278 0.232 -0.258
H 0.040 -1.702 2.374 0.561 -0.644 0.167
H 0.579 -1.029 0.840 1.279 0.247 1.031
H 5.656 -0.293 1.901 1.642 -0.090 -0.345
H 5.209 -0.964 0.328 0.619 0.086 0.095
H 6.162 -2.037 1.341 -0.046 0.320 0.702
C -4.660 -3.084 -1.319 -3.358 -0.827 0.038
O -3.694 -3.623 -0.424 -0.533 1.823 0.295
C -2.544 -2.991 -0.257 -1.006 -1.321 -3.088
O -2.162 -1.905 -0.681 -4.707 -6.052 6.808
O -1.745 -3.946 0.074 2.129 -1.167 0.941
C -0.336 -3.805 -0.008 -0.001 -0.628 2.052
H -4.762 -3.718 -2.199 0.651 0.302 0.169
H -4.744 -2.028 -1.575 1.129 0.041 0.262
H -5.648 -3.273 -0.898 0.101 0.055 0.848
H -0.016 -4.212 0.951 0.453 -0.365 -0.151
H 0.062 -2.790 0.016 -1.457 -1.186 0.177
H 0.123 -4.375 -0.816 -0.724 -0.157 0.086
C -0.309 3.010 1.999 4.375 0.543 0.647
O 0.734 2.495 2.880 2.308 -0.664 -0.287
C 1.955 2.028 2.449 -0.760 3.340 -1.747
O 2.230 1.719 1.244 -3.747 10.907 4.646
O 2.800 2.150 3.495 -0.483 0.040 -2.021
C 4.151 1.774 3.219 0.906 -2.403 0.228
H -0.024 2.785 0.972 1.001 0.870 0.665
H -0.544 4.074 2.037 1.476 -0.269 0.502
H -1.240 2.487 2.215 2.250 2.533 1.278
H 4.878 2.007 3.997 -0.794 0.545 0.229
H 4.606 1.963 2.247 -0.623 1.196 -0.104
H 4.062 0.690 3.136 0.891 0.280 1.014
C 1.450 -2.422 -1.590 3.432 -1.423 -2.407
O 2.847 -2.208 -2.158 -1.992 -2.076 0.726
C 3.692 -1.468 -1.610 3.768 -0.782 -0.957
O 3.451 -0.545 -0.792 0.636 0.703 -1.647
O 4.975 -1.734 -1.983 -1.012 1.512 1.109
C 5.505 -3.084 -2.174 -1.182 -1.489 0.080
H 0.815 -1.608 -1.938 9.414 -2.242 -4.755
H 1.249 -2.421 -0.519 2.370 0.268 -0.364
H 1.068 -3.348 -2.020 0.711 0.121 -0.162
H 5.168 -3.693 -1.335 -0.057 0.072 0.100
H 6.590 -3.178 -2.189 -0.100 1.181 -0.010
H 5.116 -3.568 -3.070 -0.079 0.450 -0.125
C -0.838 1.225 -4.072 -0.367 -0.768 0.282
N -1.879 1.941 -3.193 1.827 -0.338 -5.893
O -1.718 3.164 -3.082 4.159 -7.039 -14.193
O -2.817 1.334 -2.724 -0.118 0.470 -0.463
H -1.412 0.827 -4.909 -0.119 0.069 0.014
H -0.432 0.359 -3.548 0.010 0.142 0.017
H -0.043 1.853 -4.475 -0.437 0.490 0.539
C -2.000 0.686 2.582 -1.478 -1.554 1.583
N -2.155 0.360 3.977 1.124 -0.383 1.621
O -2.181 1.272 4.781 -0.321 0.094 -0.345
O -2.129 -0.815 4.259 -0.314 -0.709 0.334
H -1.277 1.501 2.541 -0.779 -2.626 1.124
H -3.030 0.880 2.284 0.376 0.434 -0.448
H -1.653 -0.181 2.021 -0.810 -0.634 2.200
C -2.397 -1.196 -2.726 0.434 0.366 -1.939
N -2.955 -2.284 -3.612 0.563 1.858 1.431
O -3.100 -3.430 -3.244 1.213 0.084 -0.377
O -3.272 -1.825 -4.665 -0.810 -0.322 -2.202
H -2.367 -0.194 -3.155 -0.588 -2.104 -0.924
H -1.386 -1.383 -2.365 -0.777 -1.215 -2.616
H -2.845 -1.095 -1.737 -1.624 0.230 -2.118
```
Positions in Å, forces in eV/Å.

- Highest occupied orbital energy: -0.496 Eh
- Net charge: +2

# C5H7NO3

C5H7NO3 in the gas phase (the ωB97M-V functional and the def2-TZVPD basis, OMol25).

```
16
Properties=species:S:1:pos:R:3:forces:R:3
C -0.170 -0.847 -1.051 0.304 -1.656 1.311
C -0.860 1.547 0.440 -0.835 1.497 -2.130
C 0.130 0.561 0.801 0.769 1.738 1.537
C -0.575 -2.250 -1.299 -3.695 1.565 0.891
C 1.171 0.923 1.775 -0.844 1.404 1.923
N 0.240 0.015 -1.838 -0.253 0.429 -1.304
O -0.931 2.670 0.918 0.014 -1.116 0.054
O 0.048 -0.634 0.420 -0.198 -1.662 -1.914
O 0.487 1.222 -1.629 0.452 0.098 1.139
H -1.431 1.256 -0.501 -0.146 0.197 1.227
H -1.132 -2.582 -0.391 0.578 0.099 -0.593
H 0.150 -2.934 -1.527 2.139 -1.493 -0.564
H -1.351 -2.236 -2.083 0.496 -0.160 0.085
H 1.830 1.571 1.209 0.437 0.286 0.112
H 1.752 0.061 2.174 -0.718 0.708 -0.133
H 0.641 1.655 2.582 1.501 -1.935 -1.642
```
Positions in Å, forces in eV/Å.

- Highest occupied orbital energy (alpha / beta): -0.351 / -0.308 Eh
- Net charge: 0
- Relative energy (zero: lowest compared OMol25 entry of this formula, charge and spin): 141.6 kcal per mole

- What is the net charge in the first record?
  +2

- Which of these has the lowest net charge?
  C5H7NO3

- The highest net charge belongs to which entry?
  C21H46AlN3O22